Record 1
ORCA calculation (the ωB97M-V functional and the def2-TZVPD basis) on a 2-piece molecular cluster, C2H3N4 overall.

Net charge: +1
Multiplicity: 1
HOMO level: -16.66 eV
E_LUMO: -7.23 eV
ΔE to the lowest compared entry with this formula, charge and spin: 38.67 kcal per mole
Frontier orbital gap: 9.4 eV

Last column: natural (NBO) charge in e.
Element x y z (Å)
C  1.494  -1.531  -0.141  0.525
C  -1.612  -1.385  -0.042  0.282
N  -1.244  -0.314  -0.030  -0.455
N  1.489  -0.375  0.118  -0.409
N  1.455  0.845  -0.007  0.216
N  0.415  1.554  -0.011  -0.304
H  -2.183  -2.279  0.135  0.279
H  0.620  2.486  -0.153  0.436
H  -0.436  0.998  0.132  0.431

Record 2
ORCA calculation (the ωB97M-V functional and the def2-TZVPD basis) on one molecule with the formula C2H3N3OS.

Multiplicity: 1
HOMO level (alpha / beta): -7.21 / -6.75 eV
E_LUMO (alpha / beta): -0.50 / -0.37 eV
ΔE to the lowest compared entry with this formula, charge and spin: 84.19 kcal per mole
Frontier orbital gap (alpha / beta): 6.7 / 6.4 eV

Last column: natural (NBO) charge in e.
Element x y z (Å)
C  -0.802  -0.332  0.707  0.689
C  0.071  0.932  -1.134  0.063
N  -0.786  0.435  -0.191  -0.285
N  1.321  0.448  -1.066  -0.116
N  -1.063  -1.080  1.714  -0.770
O  1.765  -0.410  -0.215  -0.550
S  -0.445  2.052  -2.251  -0.290
H  1.973  0.816  -1.762  0.385
H  -0.735  -0.807  2.633  0.437
H  -1.300  -2.054  1.563  0.436

Record 3
ORCA calculation (the ωB97M-V functional and the def2-TZVPD basis) on one molecule with the formula C5H7N.

Multiplicity: 1
HOMO level: -8.72 eV
E_LUMO: 1.05 eV
ΔE to the lowest compared entry with this formula, charge and spin: 73.54 kcal per mole
Frontier orbital gap: 9.8 eV
SMILES: [H]/N=C/[C@@H]1C=C1C

Last column: natural (NBO) charge in e.
Element x y z (Å)
H  1.882  0.433  2.736  0.340
N  1.400  0.581  1.848  -0.651
C  1.173  -0.518  1.239  0.127
C  0.657  -0.505  -0.157  -0.357
C  0.616  0.884  -0.690  -0.155
C  -0.527  0.295  -0.654  0.075
C  -1.927  0.046  -1.047  -0.651
H  1.494  -1.503  1.592  0.150
H  0.873  -1.392  -0.772  0.185
H  1.173  1.798  -0.595  0.244
H  -2.575  -0.135  -0.181  0.235
H  -2.311  0.876  -1.649  0.230
H  -1.930  -0.860  -1.671  0.227

Record 4
ORCA calculation (the ωB97M-V functional and the def2-TZVPD basis) on C17H39N4O13S2Zr as an isolated structure.

Net charge: +3
Multiplicity: 1
HOMO level: -15.08 eV
E_LUMO: -12.95 eV
ΔE to the lowest compared entry with this formula, charge and spin: 35.41 kcal per mole
Frontier orbital gap: 2.1 eV

Last column: Mulliken charge in e.
Element x y z (Å)
Zr  -3.056  0.422  -0.666  1.916
C  0.358  -0.364  -0.036  -0.583
O  -1.005  -0.006  -0.026  0.249
H  0.776  -0.299  -1.044  0.317
H  0.835  0.326  0.664  -0.012
H  0.540  -1.397  0.281  0.275
C  0.059  2.420  -3.205  -0.695
C  -1.122  1.559  -3.530  0.499
O  -1.805  1.015  -2.606  -0.622
N  -1.400  1.364  -4.799  -0.124
C  -2.445  0.472  -5.299  -0.782
H  0.775  2.565  -4.009  0.398
H  0.694  2.099  -2.379  0.039
H  -0.466  3.321  -2.862  0.334
H  -0.970  1.964  -5.489  0.313
H  -2.172  -0.579  -5.204  0.267
H  -2.666  0.730  -6.328  0.348
H  -3.339  0.603  -4.687  0.248
C  4.035  -1.136  -1.518  -1.044
C  4.993  -0.228  -0.774  0.583
O  5.069  -0.300  0.446  -0.632
N  5.649  0.690  -1.505  -0.175
C  6.527  1.672  -0.889  -0.917
H  3.283  -0.529  -2.040  0.233
H  3.419  -1.767  -0.881  0.320
H  4.612  -1.713  -2.242  0.434
H  5.420  0.700  -2.483  0.225
H  6.255  1.995  0.109  0.313
H  6.429  2.574  -1.501  0.351
H  7.562  1.350  -0.981  0.322
C  -2.582  -3.552  0.900  -0.762
C  -3.404  -2.404  1.398  0.334
O  -3.322  -1.265  0.844  -0.316
N  -4.190  -2.623  2.431  -0.102
C  -4.959  -1.640  3.179  -0.696
H  -2.163  -4.268  1.608  0.558
H  -1.653  -3.106  0.530  -0.184
H  -3.059  -4.088  0.079  0.416
H  -4.230  -3.602  2.688  0.287
H  -4.907  -0.725  2.590  0.172
H  -4.482  -1.474  4.146  0.314
H  -5.998  -1.893  3.376  0.354
C  -3.631  2.807  3.317  -1.463
C  -2.848  1.604  2.886  0.553
O  -2.865  1.184  1.702  -0.298
N  -2.131  1.030  3.859  -0.040
C  -1.323  -0.156  3.684  -0.559
H  -3.054  3.277  4.117  0.452
H  -4.561  2.519  3.814  0.327
H  -3.818  3.559  2.557  0.391
H  -2.312  1.505  4.729  0.228
H  -0.310  0.137  3.400  0.272
H  -1.742  -0.862  2.978  -0.024
H  -1.200  -0.646  4.650  0.416
C  1.243  -3.896  -2.649  -0.144
C  -0.164  -3.397  -2.267  0.501
O  -0.706  -4.429  -1.532  -0.379
S  0.506  -5.020  -0.541  1.073
O  0.269  -6.368  -0.155  -0.529
O  0.723  -3.976  0.423  -0.482
O  1.575  -4.971  -1.775  -0.311
H  2.043  -3.158  -2.533  -0.002
H  1.359  -4.161  -3.701  0.314
H  -0.716  -3.120  -3.165  0.454
H  -0.017  -2.452  -1.718  -0.522
C  2.256  2.890  0.966  -0.475
C  0.895  3.191  1.615  0.466
O  1.094  4.214  2.589  -0.369
S  2.640  4.740  2.675  1.073
O  3.266  4.172  3.819  -0.505
O  2.737  6.131  2.434  -0.497
O  3.125  3.963  1.328  -0.370
H  2.289  2.714  -0.107  0.229
H  2.759  2.027  1.415  0.398
H  0.409  2.304  2.014  -0.164
H  0.313  3.758  0.885  0.209

| no. | F_max (eV/Å) |
| --- | --- |
| 1 | 5.7 |
| 2 | 1.5 |
| 3 | 0.9 |
| 4 | 11.1 |